# C6H13N

C6H13N in the gas phase at a distorted geometry (ωB97M-V with the def2-TZVPD basis set, the OMol25 dataset).

Calculated values
Energy above the lowest of the compared OMol25 structures with the same formula, charge and spin, eV: 0.877
E, hartree: -291.1265
SMILES string: [H]/N=C/C(C)(C)CC
Net charge: 0
HOMO-LUMO gap, eV: 10.5
Multiplicity: 1

Cartesian coordinates (Å):
C 0.540 -0.389 -1.120
C -1.372 -0.624 0.941
C -1.228 1.415 -0.516
C 1.276 -1.644 -0.721
N 1.790 0.984 0.712
C -0.437 0.321 0.199
C 0.577 0.909 1.086
H 2.399 1.519 1.333
H 0.236 1.161 2.102
H -0.259 -0.576 -1.834
H 1.202 0.343 -1.573
H -2.083 -0.069 1.557
H -0.815 -1.309 1.578
H -1.950 -1.218 0.232
H -0.559 2.095 -1.039
H -1.831 1.981 0.198
H -1.905 0.980 -1.253
H 0.592 -2.421 -0.386
H 1.840 -2.029 -1.572
H 1.987 -1.429 0.075

=====

# C39H37F3N6O4SeSiTa

A molecular structure, C39H37F3N6O4SeSiTa at a distorted geometry (ωB97M-V with the def2-TZVPD basis set, the OMol25 dataset).

Calculated values
Energy above the lowest of the compared OMol25 structures with the same formula, charge and spin, eV: 4.614
E, hartree: -5185.2614
Net charge: +1
HOMO-LUMO gap, eV: 6.9
Multiplicity: 1

Cartesian coordinates (Å):
Ta 0.013 0.502 0.919
O 0.518 4.812 4.335
C 1.742 4.640 3.843
C 2.821 5.170 4.558
C 4.111 5.039 4.096
C 4.375 4.346 2.917
C 3.333 3.787 2.218
C 2.011 3.919 2.660
C 0.957 3.234 1.930
O 1.248 2.244 1.152
N -0.291 3.607 2.148
N -1.197 2.893 1.474
C -2.447 2.995 1.742
C -3.397 2.194 1.002
C -4.768 2.446 1.133
C -5.663 1.738 0.358
C -5.166 0.780 -0.518
C -3.796 0.566 -0.560
N -2.926 1.243 0.174
H -0.134 4.397 3.728
H 2.613 5.685 5.482
H 4.926 5.468 4.658
H 5.388 4.241 2.561
H 3.500 3.246 1.299
H -2.818 3.662 2.520
H -5.103 3.190 1.836
H -6.723 1.929 0.432
H -5.827 0.206 -1.143
H -3.372 -0.182 -1.223
O 3.807 -3.117 -4.753
C 3.096 -1.932 -5.006
C 2.303 -1.546 -3.790
C 2.385 -2.278 -2.611
C 1.594 -1.906 -1.542
N 0.750 -0.876 -1.569
C 0.655 -0.178 -2.705
C 1.426 -0.468 -3.827
C -0.314 0.928 -2.774
C -1.008 1.134 -3.962
C -1.896 2.195 -4.063
C -2.628 2.418 -5.366
O -1.747 2.794 -6.399
C -2.014 3.040 -2.965
C -1.310 2.738 -1.809
N -0.492 1.699 -1.700
H 4.340 -3.345 -5.522
H 2.392 -2.059 -5.846
H 3.777 -1.108 -5.277
H 3.054 -3.121 -2.548
H 1.628 -2.470 -0.622
H 1.356 0.145 -4.712
H -0.889 0.454 -4.790
H -3.430 3.154 -5.236
H -3.065 1.470 -5.698
H -1.517 3.727 -6.314
H -2.665 3.900 -2.997
H -1.391 3.365 -0.933
F -5.838 -4.900 0.784
C -4.559 -5.222 1.031
F -4.243 -6.220 0.199
F -4.514 -5.707 2.276
C -3.644 -4.029 0.872
C -3.725 -2.970 1.767
C -2.848 -1.911 1.597
N -1.935 -1.863 0.631
C -1.878 -2.876 -0.228
C -2.714 -3.980 -0.157
H -4.432 -2.975 2.582
H -2.874 -1.071 2.278
H -1.133 -2.798 -1.010
H -2.635 -4.785 -0.870
Se -0.702 0.248 3.178
C 2.776 -0.215 3.592
Si 2.468 -0.586 1.738
C 3.879 0.098 0.635
C 2.373 -2.489 1.564
C 3.507 -3.227 1.227
C 3.457 -4.601 1.081
C 2.258 -5.267 1.268
C 1.131 -4.559 1.650
C 1.187 -3.185 1.797
H 3.707 -0.661 3.932
H 1.977 -0.636 4.202
H 2.811 0.851 3.807
H 4.798 -0.458 0.795
H 4.083 1.134 0.883
H 3.654 0.047 -0.427
H 4.440 -2.714 1.060
H 4.345 -5.158 0.820
H 2.200 -6.336 1.130
H 0.206 -5.085 1.835
H 0.293 -2.644 2.087

=====

# C4H9INO

2 unconnected molecules or ions with the total composition C4H9INO at a distorted geometry (ωB97M-V with the def2-TZVPD basis set, the OMol25 dataset).

Calculated values
Energy above the lowest of the compared OMol25 structures with the same formula, charge and spin, eV: 4.963
E, hartree: -585.0485
Net charge: +1
HOMO-LUMO gap, eV: 9.2
Multiplicity: 1

Cartesian coordinates (Å):
C -0.361 0.776 -1.083
C -2.835 2.497 -0.347
C 0.145 -1.408 -0.132
C 0.698 0.589 1.134
N -0.218 0.016 0.101
O -1.892 1.748 -0.349
I -4.279 2.390 1.188
H -1.102 0.269 -1.597
H -3.192 2.993 -1.234
H 1.229 -1.666 -0.486
H -0.029 -2.010 0.756
H -0.503 -1.866 -0.878
H 1.728 0.529 0.567
H 0.413 1.590 1.184
H 0.624 0.013 2.017
H -1.110 0.081 0.473

=====

# C13H17N3O3Os

A molecular structure, C13H17N3O3Os at a distorted geometry (ωB97M-V with the def2-TZVPD basis set, the OMol25 dataset).

Calculated values
E, hartree: -985.2649
Net charge: +2
HOMO-LUMO gap (alpha / beta), eV: 5.7 / 3.3
Multiplicity: 5

Cartesian coordinates (Å):
C 1.561 2.167 -3.712
C 0.862 1.090 -4.555
H 0.889 3.010 -3.518
H 2.466 2.550 -4.208
H 1.866 1.758 -2.742
H 0.085 0.599 -3.968
H 0.375 1.496 -5.453
H 1.559 0.310 -4.880
C 0.185 2.092 2.066
C -0.250 2.565 3.297
C -1.191 1.837 4.036
C -1.682 0.654 3.521
H 0.912 2.599 1.429
H 0.162 3.505 3.668
H -1.526 2.193 5.001
H -2.391 0.022 4.041
N -0.305 0.925 1.575
C -1.223 0.209 2.273
C -1.616 -1.025 1.638
N -0.962 -1.271 0.456
C -1.149 -2.479 -0.162
C -2.768 -3.138 1.495
C -2.061 -3.411 0.317
H -0.531 -2.645 -1.036
H -2.191 -4.346 -0.230
C -2.521 -1.953 2.171
H -2.981 -1.694 3.122
H -3.487 -3.853 1.888
Os 0.419 0.099 -0.236
C 0.871 -0.662 -2.028
H -0.059 -0.564 -2.621
H 1.187 -1.719 -2.015
H 1.665 -0.093 -2.544
O 3.924 0.803 1.165
N 3.672 -0.133 0.459
O 4.292 -0.898 -0.225
O 1.939 -0.600 0.513

=====

# C3H12N2O3

3 unconnected molecules or ions with the total composition C3H12N2O3 at a distorted geometry (ωB97M-V with the def2-TZVPD basis set, the OMol25 dataset).

Calculated values
Energy above the lowest of the compared OMol25 structures with the same formula, charge and spin, eV: 0.609
E, hartree: -456.7478
SMILES string: NCCC(N)=O.O.O
Net charge: 0
HOMO-LUMO gap, eV: 10.0
Multiplicity: 1

Cartesian coordinates (Å):
C 0.064 0.979 0.091
C 1.334 0.896 -0.753
C 1.251 -0.103 -1.894
N 0.556 -1.238 -1.628
O 1.757 0.123 -2.972
N 0.196 2.051 1.091
H -0.087 0.077 0.666
H -0.794 1.086 -0.570
H 2.273 0.825 -0.194
H 1.369 1.851 -1.271
H 0.328 -1.754 -2.467
H -0.098 -1.345 -0.861
H -0.408 2.851 0.976
H 1.142 2.400 1.137
H -1.918 -0.151 2.696
H -0.432 -0.171 2.401
O -1.166 -0.749 2.642
H -1.939 -2.479 1.088
H -1.571 -2.953 -0.348
O -1.858 -2.195 0.171

=====

# C35H33ClMoN4S2Si2

A molecular structure, C35H33ClMoN4S2Si2 at a distorted geometry (ωB97M-V with the def2-TZVPD basis set, the OMol25 dataset).

Calculated values
Energy above the lowest of the compared OMol25 structures with the same formula, charge and spin, eV: 0.000
E, hartree: -3475.7078
Net charge: +2
HOMO-LUMO gap (alpha / beta), eV: 5.3 / 6.0
Multiplicity: 3

Cartesian coordinates (Å):
C 4.003 3.403 0.345
C 3.474 2.793 -0.836
C 2.031 2.843 -0.764
H 4.058 2.484 -1.703
C 1.683 3.487 0.482
C 2.905 3.810 1.168
H 2.977 4.399 2.081
H 5.052 3.640 0.523
H 1.336 2.495 -1.523
H 0.681 3.740 0.809
Mo 2.756 1.608 0.878
Si -2.678 0.006 -1.650
C -2.930 -1.852 -2.185
C -3.592 -2.774 -1.370
H -4.111 -2.437 -0.463
C -3.619 -4.146 -1.664
H -4.115 -4.847 -0.984
C -3.035 -4.626 -2.837
H -3.000 -5.702 -3.050
C -2.506 -3.701 -3.743
H -2.118 -4.062 -4.709
C -2.470 -2.333 -3.430
H -2.075 -1.627 -4.163
C -4.433 0.220 -1.012
C -5.602 0.183 -1.801
H -5.529 0.080 -2.882
C -6.875 0.248 -1.209
H -7.786 0.212 -1.816
C -7.011 0.327 0.186
H -7.996 0.337 0.660
C -5.856 0.382 0.967
H -5.921 0.426 2.059
C -4.596 0.355 0.363
H -3.711 0.412 1.000
H -2.740 0.680 -2.965
Si -0.983 -1.709 1.022
C -1.381 0.138 1.040
C -1.508 0.888 -0.248
H -0.814 0.574 -1.081
C -1.649 2.335 -0.117
H -1.643 2.913 -1.036
C -1.734 2.946 1.107
H -1.846 4.033 1.176
C -1.666 2.214 2.297
H -1.765 2.706 3.254
C -1.492 0.826 2.249
H -1.426 0.271 3.188
C 0.043 -2.029 -0.517
C 0.819 -1.059 -1.182
H 0.902 -0.047 -0.771
C 1.504 -1.342 -2.353
H 1.972 -0.528 -2.909
C 1.548 -2.652 -2.833
H 2.140 -2.890 -3.720
C 0.808 -3.635 -2.170
H 0.790 -4.646 -2.579
C 0.058 -3.338 -1.034
H -0.548 -4.108 -0.552
H -0.527 -2.280 2.244
Cl 1.613 -0.447 1.828
N 4.356 -0.454 -1.420
C 4.969 -0.390 -0.231
N 4.589 0.399 0.773
C 5.404 0.214 1.898
C 6.393 -0.741 1.715
S 6.343 -1.435 0.140
C 4.936 0.884 3.060
C 5.354 0.837 4.383
S 4.260 1.655 5.436
C 3.231 1.985 4.025
N 3.730 1.564 2.867
N 1.997 2.484 4.190
H 4.644 -1.169 -2.062
H 3.566 0.160 -1.612
H 7.086 -1.038 2.494
H 6.240 0.317 4.711
H 1.722 2.754 5.124
H 1.312 2.376 3.446

=====

# C48H38IN2O3P2W

A molecular structure, C48H38IN2O3P2W (ωB97M-V with the def2-TZVPD basis set, the OMol25 dataset).

Calculated values
Energy above the lowest of the compared OMol25 structures with the same formula, charge and spin, eV: 0.000
E, hartree: -3233.7739
Net charge: +3
HOMO-LUMO gap, eV: 5.9
Multiplicity: 1

Cartesian coordinates (Å):
W -0.799 0.689 0.678
I -0.206 1.692 -2.908
C 1.045 0.046 -3.287
C 0.525 -0.836 -4.195
C 1.346 -1.762 -4.857
C 2.693 -1.679 -4.692
C 3.258 -0.771 -3.766
C 4.671 -0.645 -3.704
C 5.264 0.244 -2.860
C 4.460 0.916 -1.926
C 3.085 0.790 -1.908
P 2.513 1.146 -0.249
C 3.148 -0.124 0.835
C 3.048 0.063 2.218
C 3.444 -0.942 3.085
C 3.929 -2.143 2.575
C 4.010 -2.341 1.203
C 3.623 -1.333 0.329
C 3.021 2.764 0.267
C 2.275 3.850 -0.203
C 2.677 5.139 0.100
C 3.820 5.348 0.867
C 4.564 4.270 1.329
C 4.170 2.975 1.028
C 2.428 0.042 -2.944
H -0.524 -0.788 -4.456
H 0.909 -2.466 -5.550
H 3.361 -2.299 -5.278
H 5.269 -1.252 -4.372
H 6.336 0.381 -2.852
H 4.959 1.497 -1.157
H 2.697 1.008 2.620
H 3.399 -0.784 4.154
H 4.260 -2.920 3.252
H 4.398 -3.272 0.809
H 3.705 -1.490 -0.740
H 1.400 3.687 -0.822
H 2.117 5.986 -0.276
H 4.137 6.357 1.096
H 5.457 4.438 1.917
H 4.762 2.138 1.381
O 0.958 1.036 -0.086
C -1.778 0.817 -0.793
C -3.149 0.810 -1.276
C -3.658 0.862 -2.566
C -5.038 0.803 -2.747
C -5.902 0.700 -1.668
C -5.406 0.660 -0.365
C -4.040 0.720 -0.176
P -3.130 0.701 1.370
C -4.164 0.363 2.781
C -4.188 -0.930 3.306
C -5.027 -1.222 4.369
C -5.832 -0.226 4.907
C -5.807 1.064 4.387
C -4.976 1.363 3.322
C -2.393 2.381 1.458
C -2.828 3.474 0.682
C -2.101 4.642 0.683
C -0.900 4.743 1.403
C -0.453 3.695 2.175
C -1.214 2.513 2.234
H -3.002 0.934 -3.420
H -5.439 0.832 -3.752
H -6.969 0.648 -1.836
H -6.080 0.576 0.479
H -3.564 -1.709 2.882
H -5.058 -2.222 4.778
H -6.485 -0.455 5.739
H -6.436 1.833 4.814
H -4.959 2.369 2.918
H -3.735 3.393 0.096
H -2.455 5.492 0.114
H -0.337 5.667 1.376
H 0.444 3.791 2.772
H -0.998 1.781 3.015
O -1.368 -6.196 -3.232
C -0.057 -6.287 -2.727
N -0.027 -5.543 -1.486
C 0.185 -4.210 -1.491
O 0.538 -3.548 -2.447
C 0.004 -3.492 -0.170
C 0.281 -4.015 1.083
C 0.162 -3.205 2.210
C -0.238 -1.901 2.048
N -0.525 -1.392 0.826
C -0.401 -2.172 -0.262
H -1.508 -6.878 -3.898
H 0.672 -5.834 -3.397
H 0.226 -7.318 -2.514
H -0.538 -5.942 -0.714
H 0.615 -5.041 1.189
H 0.385 -3.578 3.199
H -0.358 -1.237 2.895
H -0.602 -1.726 -1.226

=====

# C46H52Cl5N2O4P2Si4TcTe

A molecular structure, C46H52Cl5N2O4P2Si4TcTe (ωB97M-V with the def2-TZVPD basis set, the OMol25 dataset).

Calculated values
Energy above the lowest of the compared OMol25 structures with the same formula, charge and spin, eV: 0.000
E, hartree: -6684.9173
Net charge: +1
HOMO-LUMO gap (alpha / beta), eV: 7.6 / 6.1
Multiplicity: 4

Cartesian coordinates (Å):
Tc -0.867 0.800 0.178
N 0.624 3.407 0.658
P -0.873 2.986 1.341
C -1.975 4.404 1.311
C -1.495 5.640 1.743
C -2.332 6.743 1.740
C -3.654 6.607 1.331
C -4.141 5.373 0.930
C -3.301 4.268 0.917
C -0.551 2.774 3.106
C -1.655 2.622 3.946
C -1.472 2.400 5.301
C -0.186 2.325 5.822
C 0.913 2.480 4.989
C 0.733 2.707 3.631
P 0.999 2.270 -0.542
C 2.682 1.680 -0.253
C 3.012 0.333 -0.319
C 4.325 -0.070 -0.124
C 5.308 0.870 0.148
C 4.985 2.221 0.206
C 3.678 2.625 -0.007
C 1.205 3.176 -2.089
C 1.642 2.467 -3.204
C 1.836 3.122 -4.409
C 1.611 4.490 -4.499
C 1.185 5.201 -3.387
C 0.978 4.546 -2.181
H 1.070 4.309 0.771
H -0.476 5.745 2.101
H -1.960 7.704 2.066
H -4.308 7.469 1.334
H -5.171 5.267 0.618
H -3.679 3.306 0.595
H -2.662 2.688 3.545
H -2.329 2.290 5.952
H -0.041 2.150 6.880
H 1.914 2.423 5.396
H 1.592 2.803 2.977
H 2.242 -0.402 -0.513
H 4.579 -1.120 -0.178
H 6.330 0.553 0.309
H 5.752 2.956 0.406
H 3.442 3.684 0.009
H 1.832 1.401 -3.136
H 2.166 2.568 -5.276
H 1.766 5.000 -5.440
H 1.007 6.265 -3.458
H 0.607 5.104 -1.330
O -2.024 -0.019 1.765
C -1.705 -0.390 2.903
C -0.380 -0.562 3.407
C -0.225 -1.070 4.704
C 1.033 -1.283 5.191
C 2.174 -1.003 4.425
C 2.038 -0.491 3.165
C 0.754 -0.248 2.618
O 0.662 0.265 1.433
N 1.194 -1.795 6.554
O 2.326 -1.990 6.947
O 0.186 -1.977 7.207
H -2.530 -0.634 3.584
H -1.087 -1.295 5.318
H 3.148 -1.187 4.856
H 2.901 -0.247 2.559
Cl -3.425 -1.557 -0.229
C -3.805 0.064 -0.728
C -2.805 1.039 -0.786
C -3.186 2.220 -1.420
Cl -1.953 3.385 -1.784
C -4.485 2.507 -1.824
Cl -4.873 4.034 -2.509
C -5.474 1.543 -1.652
Cl -7.092 1.873 -2.111
C -5.120 0.299 -1.134
Cl -6.317 -0.928 -1.013
C -2.777 -5.083 -1.241
Si -1.745 -4.347 -2.624
C -1.050 -5.781 -3.625
C -2.780 -3.240 -3.723
Si 0.148 -3.213 -1.815
Te -0.525 -0.751 -1.925
Si 1.819 -3.180 -3.475
C 2.599 -4.880 -3.608
C 3.152 -1.937 -3.023
C 1.030 -2.691 -5.106
Si 0.820 -3.963 0.295
C -0.566 -3.573 1.491
C 2.417 -3.139 0.832
C 1.074 -5.815 0.146
H -3.654 -5.556 -1.691
H -3.132 -4.361 -0.509
H -2.221 -5.860 -0.711
H -1.849 -6.502 -3.816
H -0.256 -6.308 -3.093
H -0.658 -5.453 -4.588
H -3.618 -3.809 -4.133
H -2.195 -2.853 -4.559
H -3.193 -2.393 -3.173
H 3.040 -5.194 -2.661
H 3.404 -4.843 -4.346
H 1.889 -5.641 -3.926
H 3.657 -2.212 -2.095
H 2.755 -0.927 -2.900
H 3.903 -1.905 -3.816
H 0.440 -3.510 -5.520
H 1.809 -2.444 -5.832
H 0.376 -1.821 -5.015
H -0.822 -2.516 1.417
H -0.275 -3.791 2.522
H -1.463 -4.150 1.258
H 2.311 -2.055 0.882
H 3.235 -3.377 0.149
H 2.698 -3.493 1.828
H 0.146 -6.331 -0.107
H 1.430 -6.218 1.098
H 1.815 -6.065 -0.615

=====

Number 5 is which compound?
C3H12N2O3